Entry 1:
A molecular structure, C19H18BrF5NO7P2Sm, computed with ωB97M-V/def2-TZVPD.

```
54
C19H18BrF5NO7P2Sm (ωB97M-V/def2-TZVPD)
Sm 0.111 0.017 0.252
C 2.061 -3.215 3.488
C 0.812 -2.374 3.318
O -0.067 -2.475 4.452
P -0.221 -2.830 1.888
O -0.189 -4.426 1.822
O -1.703 -2.498 2.304
O 0.106 -2.240 0.560
P 1.146 -0.566 3.107
O 2.265 -0.596 1.905
O 1.660 -0.023 4.371
O -0.106 -0.037 2.441
H 1.796 -4.242 3.736
H 2.653 -2.787 4.297
H 2.660 -3.204 2.576
H 0.263 -1.853 5.120
H 0.255 -4.767 1.029
H -1.828 -2.559 3.268
H 3.102 -0.234 2.232
Br -1.693 1.501 -1.859
C -0.758 0.867 -3.448
C -1.188 1.394 -4.629
C -0.546 1.012 -5.821
C 0.505 0.144 -5.767
C 0.954 -0.391 -4.538
C 2.077 -1.249 -4.502
C 2.518 -1.741 -3.311
C 1.835 -1.427 -2.118
C 0.720 -0.608 -2.052
C 0.303 -0.059 -3.310
H -2.004 2.103 -4.647
H -0.886 1.424 -6.763
H 1.027 -0.141 -6.674
H 2.578 -1.488 -5.433
H 3.396 -2.376 -3.275
H 2.225 -1.873 -1.203
C -4.716 -0.753 2.163
C -3.949 0.279 2.681
C -2.825 0.688 1.985
N -2.443 0.128 0.835
C -3.202 -0.848 0.331
C -4.340 -1.322 0.957
H -5.593 -1.107 2.689
H -4.209 0.757 3.616
H -2.203 1.491 2.359
H -2.880 -1.261 -0.620
H -4.914 -2.122 0.511
F 3.285 1.978 0.018
C 1.955 1.678 0.050
F 1.450 2.189 -1.176
C 1.327 2.632 1.060
F -0.060 2.454 0.956
F 1.642 2.287 2.315
F 1.536 3.940 0.949
```

highest occupied orbital energy (alpha / beta) = -7.7 / -7.7 eV
E = -155936.1876 eV
relative energy (zero: lowest compared OMol25 entry of this formula, charge and spin) = 11.4 kJ/mol
<S²> = 8.766
2S+1 = 6
HOMO-LUMO gap (alpha / beta) = 7.72 / 7.74 eV

Here are the Mulliken charges for atoms 1 to 2, given in e: number 1, Sm, carries 0.79; number 2, C, carries -1.84

***

Entry 2:
A molecular structure, C42H34AsCl2IMoN2O2, computed with ωB97M-V/def2-TZVPD.

```
85
C42H34AsCl2IMoN2O2 (ωB97M-V/def2-TZVPD)
Mo -0.175 -0.874 0.580
I -0.521 -2.163 3.190
C -2.363 -1.176 3.308
C -2.938 -1.063 4.540
C -4.251 -0.554 4.637
C -4.940 -0.250 3.502
C -4.352 -0.393 2.222
C -5.115 -0.165 1.050
C -4.550 -0.370 -0.171
C -3.183 -0.709 -0.275
C -2.349 -0.862 0.810
C -2.998 -0.799 2.093
H -2.414 -1.382 5.429
H -4.710 -0.445 5.611
H -5.965 0.094 3.561
H -6.149 0.142 1.148
H -5.134 -0.237 -1.073
H -2.792 -0.810 -1.285
Cl -0.381 -5.821 -0.406
C 1.035 -4.892 -0.060
C 2.261 -5.560 0.095
C 3.412 -4.865 0.332
Cl 4.917 -5.719 0.505
C 3.393 -3.453 0.439
C 4.529 -2.638 0.652
C 4.387 -1.281 0.726
C 3.102 -0.720 0.622
N 2.026 -1.452 0.435
C 2.151 -2.807 0.308
C 0.933 -3.512 0.023
O -0.168 -2.843 -0.148
H 2.281 -6.637 0.015
H 5.500 -3.102 0.751
H 5.238 -0.632 0.876
H 2.954 0.350 0.706
C 2.550 1.682 4.640
C 1.576 1.989 3.515
C 2.186 2.958 2.512
C 0.245 2.484 4.060
O 1.386 0.668 2.880
H 2.771 2.588 5.203
H 3.483 1.287 4.238
H 2.125 0.945 5.321
H 2.330 3.926 2.994
H 1.539 3.093 1.649
H 3.161 2.601 2.175
H 0.389 3.434 4.576
H -0.166 1.763 4.769
H -0.473 2.631 3.255
C -0.523 -2.284 -5.562
C -0.836 -2.841 -4.333
C -0.782 -2.065 -3.180
C -0.414 -0.728 -3.265
C -0.095 -0.172 -4.501
C -0.152 -0.947 -5.646
As -0.309 0.328 -1.640
C 1.373 1.250 -1.966
C 1.554 2.598 -1.685
C 2.803 3.181 -1.852
C 3.874 2.423 -2.303
C 3.693 1.077 -2.590
C 2.449 0.491 -2.416
C -1.685 1.670 -1.918
C -1.840 2.738 -1.039
C -2.860 3.657 -1.239
C -3.743 3.511 -2.299
C -3.604 2.437 -3.162
C -2.579 1.520 -2.975
H -0.564 -2.890 -6.457
H -1.118 -3.883 -4.262
H -1.012 -2.511 -2.220
H 0.203 0.869 -4.572
H 0.095 -0.513 -6.606
H 0.725 3.203 -1.338
H 2.935 4.233 -1.633
H 4.844 2.881 -2.438
H 4.522 0.481 -2.949
H 2.318 -0.564 -2.643
H -1.198 2.825 -0.172
H -2.972 4.484 -0.550
H -4.542 4.225 -2.444
H -4.296 2.304 -3.983
H -2.494 0.681 -3.653
N -0.114 1.301 1.120
C 0.570 0.580 1.836
```

highest occupied orbital energy (alpha / beta) = -6.8 / -7.5 eV
E = -147021.4811 eV
relative energy (zero: lowest compared OMol25 entry of this formula, charge and spin) = 7.4 kJ/mol
<S²> = 2.039
2S+1 = 3
HOMO-LUMO gap (alpha / beta) = 6.67 / 6.99 eV

Here are the Mulliken charges for atoms 1 to 2, given in e: number 1, Mo, carries -2.55; number 2, I, carries 0.14

***

Entry 3:
A molecular structure, C36H26IMoN2O3P, computed with ωB97M-V/def2-TZVPD.

```
70
C36H26IMoN2O3P (ωB97M-V/def2-TZVPD)
Mo -0.520 -0.538 1.158
O -5.106 -3.100 -0.031
C -4.771 -2.486 -1.150
C -5.738 -2.387 -2.161
C -5.456 -1.756 -3.348
C -4.185 -1.221 -3.585
C -3.213 -1.313 -2.620
C -3.488 -1.906 -1.374
C -2.537 -1.786 -0.300
O -1.437 -1.074 -0.369
N -2.811 -2.280 0.889
N -1.974 -1.829 1.830
C -2.238 -2.190 3.068
C -1.468 -1.801 4.196
C -1.817 -2.219 5.492
C -1.065 -1.841 6.584
C 0.066 -1.049 6.413
C 0.452 -0.623 5.149
C -0.313 -0.979 4.044
O -0.068 -0.568 2.799
H -4.360 -3.094 0.605
H -6.710 -2.807 -1.967
H -6.219 -1.669 -4.106
H -3.978 -0.724 -4.519
H -2.221 -0.920 -2.787
H -3.119 -2.804 3.227
H -2.700 -2.825 5.619
H -1.364 -2.152 7.574
H 0.651 -0.759 7.272
H 1.339 -0.017 5.015
I -1.940 1.992 0.136
C -0.423 3.526 -0.152
C -0.844 4.784 0.205
C -0.045 5.899 -0.073
C 1.103 5.740 -0.796
C 1.500 4.464 -1.250
C 2.565 4.359 -2.169
C 2.919 3.152 -2.706
C 2.330 1.995 -2.202
C 1.337 2.032 -1.239
P 1.123 0.380 -0.443
C 1.091 -0.701 -1.897
C 0.360 -0.312 -3.019
C 0.321 -1.136 -4.129
C 0.990 -2.350 -4.121
C 1.691 -2.753 -2.994
C 1.735 -1.936 -1.876
C 2.759 0.170 0.344
C 2.812 0.339 1.730
C 3.998 0.142 2.417
C 5.146 -0.219 1.728
C 5.113 -0.339 0.347
C 3.931 -0.141 -0.344
C 0.786 3.284 -0.842
H -1.807 4.917 0.671
H -0.379 6.874 0.240
H 1.710 6.594 -1.059
H 3.069 5.260 -2.475
H 3.674 3.076 -3.474
H 2.670 1.041 -2.577
H -0.146 0.644 -3.030
H -0.227 -0.827 -5.005
H 0.972 -2.987 -4.991
H 2.210 -3.699 -2.986
H 2.299 -2.237 -1.000
H 1.917 0.661 2.272
H 4.035 0.261 3.489
H 6.067 -0.393 2.263
H 6.011 -0.595 -0.194
H 3.930 -0.245 -1.419
```

net charge = +2
highest occupied orbital energy (alpha / beta) = -13.2 / -13.2 eV
E = -66106.4583 eV
HOMO-LUMO gap (alpha / beta) = 5.40 / 5.29 eV

Here are the Mulliken charges for atoms 1 to 2, given in e: number 1, Mo, carries 1.22; number 2, O, carries -0.59

***

Entry 4:
A single C7H12O3S molecule, computed with ωB97M-V/def2-TZVPD.

```
23
C7H12O3S (ωB97M-V/def2-TZVPD)
C 1.119 -2.515 -0.764
C -0.379 1.614 0.452
C -0.291 0.701 -0.560
C 0.898 -3.754 0.160
C 0.672 1.968 1.474
C -1.579 2.473 0.806
C -1.339 0.122 -1.485
O 1.162 -2.505 -1.945
O 2.295 0.800 -0.662
O 1.203 -1.376 -0.082
S 1.237 -0.049 -1.188
H -0.163 -3.882 0.041
H 1.062 -3.210 1.204
H 1.530 -4.597 -0.219
H 1.684 1.615 1.235
H 0.410 1.614 2.472
H 0.807 3.072 1.427
H -1.301 3.396 0.350
H -1.760 2.695 1.903
H -2.482 2.045 0.499
H -0.930 -0.942 -1.643
H -1.428 0.585 -2.465
H -2.428 0.129 -1.011
```

highest occupied orbital energy = -9.1 eV
E = -24428.8210 eV
relative energy (zero: lowest compared OMol25 entry of this formula, charge and spin) = 206.1 kJ/mol
HOMO-LUMO gap = 9.88 eV

Here are the Mulliken charges for atoms 1 to 2, given in e: number 1, C, carries 0.74; number 2, C, carries 0.66

***

Please write out number 1 again, unchanged.
A molecular structure, C19H18BrF5NO7P2Sm, computed with ωB97M-V/def2-TZVPD.

```
54
C19H18BrF5NO7P2Sm (ωB97M-V/def2-TZVPD)
Sm 0.111 0.017 0.252
C 2.061 -3.215 3.488
C 0.812 -2.374 3.318
O -0.067 -2.475 4.452
P -0.221 -2.830 1.888
O -0.189 -4.426 1.822
O -1.703 -2.498 2.304
O 0.106 -2.240 0.560
P 1.146 -0.566 3.107
O 2.265 -0.596 1.905
O 1.660 -0.023 4.371
O -0.106 -0.037 2.441
H 1.796 -4.242 3.736
H 2.653 -2.787 4.297
H 2.660 -3.204 2.576
H 0.263 -1.853 5.120
H 0.255 -4.767 1.029
H -1.828 -2.559 3.268
H 3.102 -0.234 2.232
Br -1.693 1.501 -1.859
C -0.758 0.867 -3.448
C -1.188 1.394 -4.629
C -0.546 1.012 -5.821
C 0.505 0.144 -5.767
C 0.954 -0.391 -4.538
C 2.077 -1.249 -4.502
C 2.518 -1.741 -3.311
C 1.835 -1.427 -2.118
C 0.720 -0.608 -2.052
C 0.303 -0.059 -3.310
H -2.004 2.103 -4.647
H -0.886 1.424 -6.763
H 1.027 -0.141 -6.674
H 2.578 -1.488 -5.433
H 3.396 -2.376 -3.275
H 2.225 -1.873 -1.203
C -4.716 -0.753 2.163
C -3.949 0.279 2.681
C -2.825 0.688 1.985
N -2.443 0.128 0.835
C -3.202 -0.848 0.331
C -4.340 -1.322 0.957
H -5.593 -1.107 2.689
H -4.209 0.757 3.616
H -2.203 1.491 2.359
H -2.880 -1.261 -0.620
H -4.914 -2.122 0.511
F 3.285 1.978 0.018
C 1.955 1.678 0.050
F 1.450 2.189 -1.176
C 1.327 2.632 1.060
F -0.060 2.454 0.956
F 1.642 2.287 2.315
F 1.536 3.940 0.949
```

highest occupied orbital energy (alpha / beta) = -7.7 / -7.7 eV
E = -155936.1876 eV
relative energy (zero: lowest compared OMol25 entry of this formula, charge and spin) = 11.4 kJ/mol
<S²> = 8.766
2S+1 = 6
HOMO-LUMO gap (alpha / beta) = 7.72 / 7.74 eV

Here are the Mulliken charges for atoms 1 to 2, given in e: number 1, Sm, carries 0.79; number 2, C, carries -1.84

***

What is the E in the third record?
-66106.4583 eV

***

E of number 1 (C19H18BrF5NO7P2Sm)?
-155936.1876 eV